ORCA calculation (ωB97M-V/def2-TZVPD) on a structure of composition C18H45F4KN2O20P3S4 at a distorted geometry.

Geometry as XYZ:
```
97
Properties=species:S:1:pos:R:3:lowdin_charge:R:1
K 0.2194 1.7694 -1.2469 0.735
S -2.2754 1.7269 -4.3498 0.402
S -0.3171 0.5936 -4.7436 0.600
S -0.1934 5.0123 0.3967 0.570
S 2.2187 4.7313 0.4139 0.437
P 0.1095 -1.8527 3.8033 0.506
P -3.5243 -0.1096 -0.5331 0.493
P 3.5324 -0.0908 -0.7148 0.439
F -1.3898 4.0126 -0.0698 -0.227
F 1.1965 1.1833 -4.9633 -0.226
F 3.3705 4.2482 -0.6051 -0.211
F -2.9154 2.7413 -3.2949 -0.198
O 2.1347 -0.0195 -0.2895 -0.270
O -1.3181 -2.5176 4.3072 -0.176
O 2.4559 6.1542 0.4365 -0.268
O -4.9184 0.3831 -1.1797 -0.160
O 4.0692 1.0856 -1.6497 -0.189
O 0.7301 -2.8562 2.7157 -0.201
O -3.0515 0.5005 -4.1192 -0.284
O 2.4521 3.8934 1.5575 -0.291
O -0.1935 4.9644 1.8499 -0.280
O -2.5048 2.4436 -5.5870 -0.283
O -2.4589 0.9193 -0.4356 -0.265
O -3.8596 -0.8756 0.8488 -0.201
O 3.9635 -1.3564 -1.6227 -0.156
O 1.0331 -1.4835 4.9182 -0.250
O -0.0478 -0.6072 -3.9615 -0.294
O -0.6166 6.2459 -0.2119 -0.269
O 4.4665 -0.0810 0.5863 -0.174
O -3.1344 -1.3262 -1.5336 -0.186
O -0.3966 -0.6390 2.8376 -0.211
O -0.6725 0.4810 -6.1653 -0.269
N -0.8884 1.8458 -3.7734 -0.316
N 1.0388 4.1970 -0.4365 -0.360
C 2.2526 -3.8052 1.1616 -0.064
C 4.3572 1.7167 -3.9194 -0.049
C -1.9263 -2.0807 -1.4899 -0.213
C -4.7505 -2.0291 0.8462 -0.247
C -2.3523 -2.8165 3.3842 -0.288
C 4.5749 1.1479 1.3624 -0.237
C -5.9717 -1.7539 1.7027 -0.070
C 5.3197 -1.4597 -2.0531 -0.290
C -3.5853 -3.4005 4.1270 -0.065
C -6.5179 1.5533 0.2093 -0.075
C -0.8309 0.5597 3.4851 -0.246
C -1.1619 -2.1618 -0.1138 -0.051
C 3.3765 1.4683 -2.8199 -0.285
C -0.4586 1.7109 2.5101 -0.037
C 6.0019 1.3205 1.8440 -0.066
C 1.8884 -2.5411 1.9380 -0.248
C 5.4826 -2.2339 -3.3576 -0.065
C -5.4343 1.6506 -0.8534 -0.274
H 1.6987 -1.6953 1.2767 0.081
H -0.1249 -2.3925 -0.3650 0.073
H 2.6175 0.7508 -3.1357 0.103
H 5.8075 -0.5056 -2.2611 0.104
H -4.3703 -3.6342 3.4096 0.054
H 4.3760 2.0612 0.7986 0.095
H -7.0433 2.5075 0.2815 0.077
H -1.1620 -1.6273 -2.1220 0.085
H -1.8772 0.4320 3.7734 0.113
H -2.0954 -3.0713 -1.9086 0.120
H 5.1036 -3.2234 -3.0903 0.075
H 6.7168 1.1140 1.0451 0.076
H 1.4471 -4.3130 0.6312 0.073
H 4.8217 -1.8141 -4.1171 0.077
H -6.2779 -2.6475 2.2511 0.066
H 6.2384 0.6052 2.6330 0.074
H -0.7716 2.6891 2.8774 0.071
H 3.1478 -3.7583 0.5401 0.070
H -3.9353 -2.6778 4.8665 0.077
H -5.6522 -1.1053 2.5194 0.084
H 3.7564 1.8612 -4.8192 0.081
H -1.0192 -1.1782 0.3334 0.059
H -5.0009 -2.2637 -0.1883 0.115
H -7.3329 0.9380 -0.1810 0.074
H -2.7028 -1.9578 2.8136 0.097
H -6.1920 1.1653 1.1726 0.067
H 5.8947 -1.9194 -1.2485 0.119
H 6.4654 -2.3432 -3.8109 0.079
H 6.2601 2.3365 2.1402 0.081
H 4.9295 2.6411 -3.8298 0.085
H 5.0931 0.9197 -4.0233 0.072
H -5.9197 2.0633 -1.7374 0.127
H -4.6397 2.3162 -0.5136 0.116
H 3.8068 1.1146 2.1334 0.125
H -3.3111 -4.2939 4.6882 0.075
H 0.6313 1.7147 2.4927 0.081
H -6.8329 -1.4240 1.1258 0.072
H 2.5680 -4.6127 1.8303 0.071
H -2.1118 -3.7097 2.8040 0.113
H -0.3637 0.7570 4.4519 0.110
H -4.2250 -2.9071 1.2227 0.098
H -0.8785 1.6784 1.5055 0.041
H 2.6426 -2.2366 2.6654 0.121
H -1.6481 -2.9288 0.4862 0.064
H 2.8871 2.4119 -2.5655 0.115
```

Output
E_HOMO: -7.62 eV
Relative energy (zero: lowest compared OMol25 entry of this formula, charge and spin): 329.8 kJ/mol
Spin multiplicity: 1
Charge: -1
LUMO: 2.038 eV

=====

ORCA calculation (ωB97M-V/def2-TZVPD) on a structure of composition C18H45KN3O4S at a distorted geometry.

Geometry as XYZ:
```
72
Properties=species:S:1:pos:R:3:lowdin_charge:R:1
K -0.3271 -0.4800 -0.0890 0.885
S -0.6658 -3.0614 0.4111 0.187
O -0.5013 -2.1287 1.4909 -0.476
O -0.5942 -2.3897 -0.8812 -0.621
O 0.2871 -4.1737 0.4231 -0.371
O -1.8683 -3.8605 0.5413 -0.366
N 0.2449 0.1669 -2.0267 -0.323
N 1.6242 -0.0628 1.0777 -0.252
N -2.2752 0.7880 0.7420 -0.239
C 1.5620 -0.4917 -2.0705 -0.280
C 2.6863 -0.7109 0.3317 -0.246
C -1.0175 -1.8359 -2.9537 -0.094
C 1.9466 1.2945 1.5387 -0.245
C -3.2923 -0.1443 0.2428 -0.201
C -2.9200 -0.6395 -1.1871 -0.090
C 2.3997 -0.2217 -3.3416 -0.047
C 1.2579 -0.9327 2.2272 -0.277
C -2.4980 0.9857 2.1776 -0.249
C -0.6845 -0.3370 -3.0622 -0.228
C -2.4390 2.1090 0.0844 -0.218
C 2.2999 -1.1816 3.3468 -0.058
C 0.3355 1.6377 -2.2141 -0.190
C 1.1629 2.2753 -1.0778 -0.098
C 0.8300 1.9914 2.3277 -0.050
C -2.0048 -0.2147 2.9677 -0.069
C 2.3417 -2.0948 -0.2574 -0.064
C -1.2398 3.0241 0.3435 -0.112
H -3.3352 2.6737 0.3413 0.114
H -0.2141 -2.5467 -2.7601 0.096
H 0.3107 -0.6624 2.6939 0.059
H -0.6612 2.0594 -2.0836 0.100
H -1.5774 0.2872 -3.0292 0.086
H 0.6516 1.8782 -3.2292 0.111
H 0.8456 1.9895 -0.0749 0.013
H -1.9923 1.8674 2.5711 0.095
H 2.3565 -2.8889 0.4892 0.086
H 2.4537 -0.2486 3.8890 0.049
H 1.0204 3.3514 -1.1758 0.101
H -0.9394 -0.4422 2.9353 0.027
H -2.4892 2.0080 -0.9997 0.100
H -3.5224 1.2108 2.4745 0.116
H -0.1033 1.9578 1.7657 0.016
H -0.2459 -0.1095 -4.0338 0.103
H 2.0883 -0.1902 -1.1648 0.013
H 2.0601 -0.6443 -4.2872 0.068
H -2.1491 -1.3829 -0.9845 0.006
H -4.2275 0.3939 0.0886 0.106
H 3.2514 -1.6419 3.0807 0.067
H 3.0975 -2.4098 -0.9769 0.103
H 3.3749 -0.6942 -3.2243 0.071
H 2.2452 1.9149 0.6937 0.076
H -1.8135 -2.0485 -2.2402 0.048
H 2.9143 -0.0234 -0.4828 0.083
H -0.3063 2.6261 -0.0544 -0.010
H 1.0333 -1.9605 1.9421 0.076
H -2.5421 0.0665 -1.9266 0.045
H -2.1679 0.0057 4.0226 0.079
H 2.5677 0.8243 -3.5982 0.059
H 1.1051 3.0287 2.5182 0.090
H 3.5930 -0.7237 0.9365 0.120
H 2.8676 1.1701 2.1083 0.112
H -1.2905 3.9023 -0.3002 0.090
H -2.5617 -1.1326 2.7795 0.084
H 1.7224 -1.8127 4.0223 0.080
H 1.3701 -2.1158 -0.7510 0.020
H -3.7887 -1.1652 -1.5834 0.103
H -1.1106 3.2982 1.3905 0.066
H -1.4095 -1.9859 -3.9597 0.078
H -3.4423 -0.9724 0.9355 0.121
H 2.2199 2.0133 -1.1256 0.088
H 0.6698 1.5356 3.3049 0.084
H 1.4205 -1.5723 -2.0500 0.087
```

Output
E_HOMO: -3.34 eV
Relative energy (zero: lowest compared OMol25 entry of this formula, charge and spin): 963.6 kJ/mol
Spin multiplicity: 1
Charge: -1
LUMO: 1.951 eV

=====

ORCA calculation (ωB97M-V/def2-TZVPD) on a cluster of 5 separate species, C18H45N2O5 in total at a distorted geometry.

Geometry as XYZ:
```
70
Properties=species:S:1:pos:R:3:lowdin_charge:R:1
O -12.2937 -31.4486 21.3489 0.321
O -11.9353 -33.8869 21.6113 -0.358
O -10.8933 -33.2110 23.9292 0.336
O -13.6603 -37.7170 20.6228 0.097
O -11.2134 -36.8341 21.8416 -0.034
N -9.9809 -36.8600 22.3609 -0.132
N -13.1844 -38.6094 19.7504 0.086
C -9.1362 -38.4787 20.5188 0.009
C -12.7338 -39.1977 17.3514 -0.115
C -12.9460 -40.9071 19.1128 -0.119
C -13.7606 -39.9381 20.0963 -0.424
C -13.3457 -40.3768 21.5055 -0.006
C -9.9444 -37.5652 23.6613 -0.428
C -15.2803 -39.9667 19.8411 0.030
C -7.3833 -38.0704 23.0733 -0.160
C -10.6389 -38.9713 23.7284 -0.023
C -8.4609 -37.7547 24.1302 -0.125
C -10.5285 -36.6250 24.7862 -0.036
C -8.9320 -37.0852 21.3375 -0.447
C -14.5676 -37.5750 17.7797 -0.005
C -12.1345 -36.8872 18.2399 0.006
C -13.2104 -38.0593 18.3333 -0.387
C -7.5559 -37.0865 21.9437 -0.179
C -8.9272 -35.8966 20.3345 -0.026
C -13.1857 -40.6549 17.6659 -0.179
H -8.1316 -36.8843 24.6976 0.113
H -12.9637 -37.7191 21.2834 0.110
H -9.8271 -35.9840 19.7258 0.040
H -12.0015 -36.5447 17.2137 0.105
H -13.4801 -41.4555 21.5867 0.107
H -14.5074 -36.9502 16.8885 0.108
H -11.8701 -40.8881 19.2863 0.131
H -10.3878 -39.6605 22.9221 0.061
H -13.9720 -39.9006 22.2599 0.097
H -11.5529 -31.1043 21.8533 0.159
H -11.7134 -38.9073 23.5567 0.053
H -13.3176 -41.8783 19.4395 0.127
H -12.9015 -38.9694 16.2989 0.134
H -8.2937 -38.6503 19.8487 0.088
H -12.2036 -32.3908 21.1884 0.019
H -7.5643 -39.0827 22.7118 0.111
H -8.2561 -36.1018 19.5005 0.100
H -8.9974 -34.9114 20.7955 0.083
H -11.1927 -37.2701 18.6329 0.047
H -10.6046 -39.4901 24.6864 0.095
H -10.5546 -32.3448 23.6912 0.168
H -10.0048 -35.6696 24.8174 0.063
H -15.1902 -38.4041 17.4434 0.079
H -15.7442 -40.8412 20.2974 0.115
H -9.3184 -39.3903 21.0878 0.063
H -13.0641 -31.3030 21.9028 0.176
H -11.2239 -33.5555 23.0964 0.048
H -12.3105 -40.1585 21.7676 0.070
H -11.8760 -34.0589 20.6514 0.001
H -9.9650 -38.3646 19.8201 0.034
H -11.3390 -35.8876 21.9409 0.062
H -15.6897 -39.0997 20.3595 0.097
H -11.6563 -39.3145 17.4673 0.112
H -11.6989 -33.0570 24.4280 0.184
H -6.3488 -38.0266 23.4141 0.124
H -6.7756 -37.2688 21.2048 0.129
H -8.3810 -38.6468 24.7514 0.118
H -11.5974 -36.4457 24.6700 0.070
H -14.1699 -40.7787 17.2142 0.114
H -10.4526 -37.1202 25.7543 0.092
H -15.5624 -39.8715 18.7925 0.076
H -7.3895 -36.0543 22.2517 0.122
H -12.4563 -36.0822 18.9007 0.075
H -12.5967 -41.3323 17.0476 0.127
H -15.1166 -37.0889 18.5861 0.092
```

Output
E_HOMO (spin up / spin down): -13.22 / -13.22 eV
Spin multiplicity: 2
Charge: +2
LUMO (spin up / spin down): -7.213 / -8.271 eV